Arrangement 1

This record from OMol25 describes a structure of composition C16H18Cl3N5O2V. The level of theory is ωB97M-V/def2-TZVPD.

Values from the calculation:
Expectation value of S²: 0.76
Charge: +2
Spin multiplicity: 2
Highest occupied orbital energy (alpha / beta): -15.4 / -15.4 eV
Kohn-Sham gap (alpha / beta): 6.35 / 7.00 eV

Last column: Löwdin charge in e.
Atoms and positions in Å:
V (-0.057, -1.498, -1.800)  0.5208
O (-2.650, -0.380, -4.400)  0.2609
C (-2.198, -0.784, -3.400)  -0.4070
O (-0.895, -1.273, -3.254)  -0.2276
C (-2.837, -0.856, -2.054)  -0.1497
C (-4.175, -0.568, -1.876)  0.0603
C (-4.683, -0.684, -0.608)  0.0748
C (-3.853, -1.088, 0.451)  -0.1182
C (-4.366, -1.237, 1.764)  0.0115
C (-3.559, -1.645, 2.779)  -0.0211
C (-2.196, -1.913, 2.523)  -0.0195
C (-1.664, -1.770, 1.273)  -0.0440
C (-2.483, -1.360, 0.201)  -0.1665
N (-1.995, -1.230, -1.084)  0.0547
H (-4.771, -0.271, -2.729)  0.1479
H (-5.727, -0.471, -0.412)  0.1464
H (-5.415, -1.030, 1.937)  0.1351
H (-3.955, -1.770, 3.778)  0.1279
H (-1.561, -2.249, 3.333)  0.1258
H (-0.623, -2.002, 1.114)  0.0507
Cl (1.087, 1.059, -3.408)  0.6358
C (1.867, -0.251, -4.287)  -0.8215
Cl (2.020, -1.698, -3.208)  0.6517
H (2.870, 0.037, -4.571)  0.0548
H (1.261, -0.541, -5.136)  0.0572
Cl (0.369, -3.303, -0.996)  0.4342
C (4.410, 1.079, 0.889)  -0.0624
C (3.589, 1.761, 1.980)  -0.4013
C (3.247, 3.205, 1.612)  -0.0646
C (2.347, 0.945, 2.340)  -0.0653
N (1.478, 0.718, 1.155)  -0.0461
C (0.614, 1.565, 0.551)  -0.0491
N (0.053, 0.947, -0.457)  0.0885
N (0.609, -0.274, -0.433)  -0.2268
N (1.466, -0.429, 0.531)  0.1559
H (5.336, 1.628, 0.719)  0.0950
H (3.870, 1.061, -0.064)  0.0710
H (4.676, 0.055, 1.158)  0.0881
H (4.175, 1.765, 2.902)  0.1499
H (2.852, 3.279, 0.594)  0.0760
H (4.145, 3.822, 1.643)  0.0955
H (2.530, 3.649, 2.307)  0.0870
H (1.738, 1.454, 3.085)  0.1393
H (2.617, -0.040, 2.709)  0.1373
H (0.436, 2.586, 0.849)  0.1566

***

Arrangement 2

This record from OMol25 describes a structure of composition C16H18Cl3N5O2V. The level of theory is ωB97M-V/def2-TZVPD.

Values from the calculation:
Expectation value of S²: 0.76
Charge: +2
Spin multiplicity: 2
Highest occupied orbital energy (alpha / beta): -15.4 / -15.5 eV
Kohn-Sham gap (alpha / beta): 6.08 / 6.76 eV

Last column: Löwdin charge in e.
Atoms and positions in Å:
V (-0.450, -0.577, 0.792)  0.5916
O (-1.300, 2.112, -1.831)  0.2588
C (-1.078, 1.633, -0.785)  -0.3934
O (-1.099, 0.227, -0.604)  -0.2175
C (-0.726, 2.262, 0.521)  -0.1548
C (-0.739, 3.640, 0.673)  0.0657
C (-0.376, 4.138, 1.902)  0.0774
C (-0.012, 3.263, 2.939)  -0.1140
C (0.357, 3.750, 4.218)  0.0139
C (0.694, 2.885, 5.215)  -0.0196
C (0.673, 1.495, 4.977)  -0.0176
C (0.326, 0.985, 3.756)  -0.0384
C (-0.025, 1.857, 2.705)  -0.1727
N (-0.392, 1.393, 1.470)  0.0500
H (-1.023, 4.265, -0.161)  0.1474
H (-0.367, 5.206, 2.082)  0.1459
H (0.357, 4.820, 4.382)  0.1350
H (0.971, 3.255, 6.193)  0.1279
H (0.925, 0.818, 5.783)  0.1264
H (0.295, -0.086, 3.618)  0.0595
Cl (1.461, -1.165, -2.005)  0.6206
C (0.025, -2.137, -2.204)  -0.8526
Cl (-0.562, -2.707, -0.582)  0.6364
H (0.240, -3.040, -2.765)  0.0563
H (-0.783, -1.549, -2.626)  0.0511
Cl (-1.668, -1.464, 2.230)  0.3840
C (3.869, -4.296, 1.069)  -0.0626
C (4.881, -3.429, 1.811)  -0.3998
C (5.782, -2.662, 0.850)  -0.0628
C (4.199, -2.513, 2.831)  -0.0717
N (3.266, -1.568, 2.189)  -0.0496
C (3.517, -0.409, 1.542)  -0.0577
N (2.396, 0.042, 1.040)  0.0977
N (1.490, -0.866, 1.403)  -0.2006
N (1.985, -1.841, 2.087)  0.1479
H (4.390, -5.013, 0.436)  0.0941
H (3.232, -3.694, 0.414)  0.0658
H (3.230, -4.854, 1.754)  0.0879
H (5.510, -4.079, 2.426)  0.1507
H (5.202, -2.058, 0.146)  0.0726
H (6.364, -3.361, 0.250)  0.0954
H (6.487, -2.015, 1.374)  0.0891
H (4.919, -1.906, 3.378)  0.1412
H (3.593, -3.077, 3.537)  0.1385
H (4.484, 0.059, 1.476)  0.1566

***

Preferred: arrangement 2; penalty for the next structure: 0.275 eV.

***

Arrangement 1

This record from OMol25 describes the ion C8H15N2 with charge +1. The level of theory is ωB97M-V/def2-TZVPD.

Values from the calculation:
SMILES: N[C@]12C[C@@H]3C[C@@]1([NH3+])C[C@@H]3C2
Charge: +1
Highest occupied orbital energy: -14.3 eV
Kohn-Sham gap: 11.40 eV

Last column: Löwdin charge in e.
Atoms and positions in Å:
N (-1.766, -1.341, 0.009)  0.0979
C (-0.395, -0.879, 0.071)  -0.3466
C (0.695, -1.076, 1.184)  -0.0812
C (1.631, 0.089, 0.813)  -0.1106
C (0.565, 1.144, 1.149)  -0.0980
C (-0.405, 0.713, 0.044)  -0.4343
N (-1.742, 1.243, 0.072)  0.2045
C (0.444, 1.207, -1.130)  -0.0633
C (1.462, 0.054, -0.876)  -0.1563
C (0.604, -1.217, -1.148)  -0.0387
H (-2.156, -2.158, 0.625)  0.1864
H (-1.756, -1.726, -0.852)  0.0472
H (1.155, -1.989, 0.960)  0.1011
H (0.288, -0.969, 2.198)  0.1322
H (2.702, 0.107, 1.160)  0.1663
H (0.148, 0.925, 2.054)  0.0803
H (0.728, 2.287, 1.082)  0.1637
H (-2.040, 1.710, 0.939)  0.1753
H (-2.330, 0.185, 0.093)  0.2060
H (-2.014, 1.744, -0.736)  0.1427
H (0.752, 2.243, -0.955)  0.1257
H (0.043, 1.025, -2.184)  0.1508
H (2.332, 0.097, -1.447)  0.1162
H (-0.072, -1.304, -2.040)  0.1367
H (1.126, -2.115, -1.082)  0.0961

***

Arrangement 2

This record from OMol25 describes the ion C8H15N2 with charge +1. The level of theory is ωB97M-V/def2-TZVPD.

Values from the calculation:
SMILES: CC1=[NH+]C(C)=C(C)CN1C
Charge: +1
Highest occupied orbital energy: -12.6 eV
Kohn-Sham gap: 9.39 eV

Last column: Löwdin charge in e.
Atoms and positions in Å:
C (-1.098, -2.601, -0.771)  0.0663
C (-0.587, -1.357, -0.159)  -0.2496
N (-1.398, -0.294, -0.063)  0.1564
C (-0.891, 1.172, -0.128)  -0.1827
C (-1.679, 2.194, -0.877)  -0.0388
C (0.344, 1.287, 0.422)  -0.2297
C (1.189, 2.507, 0.442)  -0.0121
C (0.797, 0.046, 1.216)  -0.0752
N (0.569, -1.208, 0.501)  -0.0719
C (1.774, -1.983, 0.234)  -0.0289
H (-2.061, -2.701, -0.306)  0.1122
H (-0.468, -3.373, -0.511)  0.0636
H (-1.278, -2.526, -1.779)  0.0853
H (-2.376, -0.297, -0.239)  0.1392
H (-2.576, 1.738, -1.413)  0.1032
H (-1.172, 2.677, -1.782)  0.1125
H (-1.793, 3.086, -0.187)  0.1087
H (1.885, 2.376, 1.231)  0.0700
H (0.460, 3.280, 0.485)  0.0745
H (1.764, 2.424, -0.551)  0.1367
H (1.890, 0.105, 1.563)  0.1569
H (0.142, 0.026, 2.109)  0.1497
H (2.518, -1.425, -0.472)  0.1370
H (2.407, -2.109, 1.161)  0.1093
H (1.637, -3.044, -0.127)  0.1074

***

Preferred: arrangement 2; penalty for the next structure: 0.941 eV.

***

Arrangement 1

This record from OMol25 describes the ion C8H15N2 with charge +1. The level of theory is ωB97M-V/def2-TZVPD.

Values from the calculation:
Charge: +1
Highest occupied orbital energy (alpha / beta): -13.1 / -13.1 eV
Kohn-Sham gap (alpha / beta): 8.56 / 8.56 eV

Last column: Löwdin charge in e.
Atoms and positions in Å:
C (0.406, -0.079, 0.515)  0.1788
C (-0.161, 0.604, 1.449)  -0.2404
C (-1.527, 0.374, -1.175)  -0.1610
C (-1.588, 1.047, 1.165)  -0.1256
C (0.371, 1.067, 2.778)  -0.0097
C (0.618, -2.168, -0.693)  -0.0436
C (2.259, -0.322, -1.187)  -0.0477
C (1.410, -0.983, -0.112)  -0.3881
N (-2.091, 1.087, -0.208)  0.0058
N (-1.727, 0.369, -2.448)  0.1188
H (-2.247, 0.197, 1.662)  0.1812
H (-1.765, 1.962, 1.664)  0.1099
H (0.072, 2.039, 3.271)  0.1231
H (1.442, 1.123, 2.632)  0.0854
H (0.227, 0.270, 3.489)  0.0927
H (1.316, -2.723, -1.223)  0.0544
H (-0.196, -1.726, -1.424)  0.0933
H (0.034, -2.780, -0.069)  0.0711
H (1.632, 0.421, -1.661)  0.0729
H (2.579, -1.085, -2.005)  0.1249
H (3.148, 0.068, -0.726)  0.0777
H (2.052, -1.230, 0.708)  0.1512
H (-2.645, 1.939, -0.406)  0.1684
H (-1.134, -0.337, -3.008)  0.1536
H (-2.484, 0.865, -2.989)  0.1528

***

Arrangement 2

This record from OMol25 describes a cluster of 2 separate species, C8H15N2 in total. The level of theory is ωB97M-V/def2-TZVPD.

Values from the calculation:
Charge: +1
Highest occupied orbital energy: -12.7 eV
Kohn-Sham gap: 7.86 eV

Last column: Löwdin charge in e.
Atoms and positions in Å:
C (0.928, -1.946, -1.966)  -0.0987
C (-0.103, -1.571, -2.866)  0.0052
C (1.335, -1.292, -0.887)  -0.0930
C (-0.882, -0.429, -2.696)  -0.0176
C (0.819, -0.013, -0.480)  -0.0385
C (-0.636, 0.399, -1.591)  -0.0583
C (-0.959, 2.089, 0.117)  -0.0540
C (0.730, -0.007, 3.403)  -0.1255
N (-1.230, 1.461, -1.123)  0.0214
N (-0.214, -0.291, 2.333)  -0.0814
H (1.309, -2.940, -2.194)  0.1194
H (-0.148, -2.354, -3.618)  0.1294
H (2.080, -1.639, -0.084)  0.1595
H (-1.709, -0.166, -3.405)  0.1363
H (0.432, 0.059, 0.543)  0.0390
H (1.618, 0.806, -0.629)  0.1621
H (-1.412, 3.111, 0.097)  0.1236
H (-1.552, 1.672, 0.881)  0.0714
H (0.132, 2.058, 0.347)  0.1028
H (0.348, 0.040, 4.414)  0.0854
H (1.433, -0.773, 3.180)  0.0756
H (1.074, 0.922, 3.150)  0.0413
H (-1.913, 1.918, -1.686)  0.1581
H (-1.109, 0.122, 2.596)  0.0826
H (-0.371, -1.237, 2.163)  0.0539

***

Preferred: arrangement 2; penalty for the next structure: 1.083 eV.